[1]
Molecular formula: C19H32O4
Method: DFT, the ωB97M-V functional and the def2-TZVPD basis

Each line ends with the Löwdin charge.
CARTESIAN COORDINATES (ANGSTROEM)
C: 0.02 6.98 -0.51  -0.102
C: 0.91 5.95 0.07  -0.198
C: 2.28 5.87 -0.76  -0.222
C: 3.35 5.20 -0.06  -0.283
C: 2.88 3.84 0.06  -0.306
C: 2.88 3.10 -1.15  -0.301
C: 2.71 1.64 -0.83  -0.095
C: 2.39 0.79 -2.44  -0.108
C: 2.26 -0.70 -2.27  -0.196
C: 0.91 -1.13 -1.42  -0.164
C: 0.96 -2.72 -1.47  -0.138
C: -0.47 -3.04 -0.93  -0.135
C: -0.84 -2.64 0.71  -0.156
C: -1.88 -3.35 1.32  -0.339
H: -2.88 -2.89 0.64  0.213
H: -1.97 -2.88 2.46  0.200
O: -2.01 -4.63 1.41  0.098
C: -2.97 -5.27 1.79  -0.295
C: -3.25 -6.83 1.70  0.079
C: -4.41 -6.84 2.37  0.006
C: -5.02 -5.50 2.43  -0.299
C: -6.07 -5.09 3.11  -0.479
O: -7.06 -5.92 3.39  -0.037
O: -6.23 -3.76 3.22  0.089
H: -7.26 -3.62 3.19  0.195
O: -4.08 -4.71 2.15  0.164
H: -5.18 -7.62 2.58  0.141
H: -2.48 -7.58 1.39  0.122
H: 0.27 -3.13 1.34  0.199
H: -0.63 -1.68 0.97  0.057
H: -1.32 -2.65 -1.39  0.068
H: -0.73 -4.10 -1.00  0.092
H: 0.87 -3.09 -2.39  0.071
H: 1.53 -2.98 -0.78  0.022
H: 0.10 -0.62 -1.95  0.122
H: 1.10 -0.88 -0.48  0.036
H: 2.17 -1.21 -3.29  0.113
H: 3.26 -1.17 -1.39  0.204
H: 3.33 0.95 -2.99  0.104
H: 1.74 1.18 -2.82  -0.061
H: 3.51 1.05 -0.31  0.119
H: 2.04 1.42 -0.22  -0.007
H: 3.80 3.25 -1.84  0.163
H: 1.97 3.54 -1.66  0.140
H: 3.98 3.31 0.52  0.184
H: 2.06 3.54 0.79  0.149
H: 3.52 5.64 1.03  0.168
H: 4.19 5.30 -0.52  0.048
H: 2.68 7.01 -0.95  0.161
H: 2.30 5.74 -1.77  0.071
H: 1.19 6.32 1.01  0.097
H: 0.56 5.02 -0.02  0.058
H: 0.28 7.87 -0.66  -0.013
H: -0.97 7.01 0.09  0.122
H: -0.25 6.69 -1.47  0.059

Results
HOMO: -0.2880 Ha
Relative energy (zero: lowest compared OMol25 entry of this formula, charge and spin): 1607.21 kJ/mol
Frontier orbital gap: 8.34 eV

---

[2]
Molecular formula: C19H32O4PS2
Method: DFT, the ωB97M-V functional and the def2-TZVPD basis

Each line ends with the Löwdin charge.
CARTESIAN COORDINATES (ANGSTROEM)
C: -6.58 2.65 -1.96  0.131
C: -5.75 3.16 -1.27  -0.153
C: -4.65 3.81 -0.57  -0.193
C: -3.33 3.05 -0.84  -0.217
C: -2.90 2.16 0.35  -0.277
P: -1.17 2.45 0.82  1.068
C: -0.79 1.26 2.14  -0.257
C: 0.45 0.38 1.87  -0.236
C: 0.25 -1.07 2.31  -0.192
C: -0.96 -1.74 1.66  -0.218
S: -0.83 -1.95 -0.09  0.593
O: -2.14 -1.76 -0.64  -0.274
O: 0.22 -1.14 -0.66  -0.286
O: -0.41 -3.47 -0.26  -0.143
C: -0.16 2.26 -0.65  -0.238
C: 1.33 2.58 -0.49  -0.283
C: 1.87 3.06 0.69  -0.071
C: 3.23 3.31 0.78  -0.022
C: 4.04 3.07 -0.32  -0.263
C: 5.53 3.31 -0.24  -0.032
C: 3.49 2.61 -1.51  -0.017
C: 2.14 2.36 -1.59  -0.024
H: -7.36 2.15 -2.46  0.034
H: -4.58 4.83 -0.94  0.119
H: -4.84 3.81 0.50  0.108
H: -2.57 3.79 -1.09  0.091
H: -3.45 2.41 -1.70  0.116
H: -3.50 2.33 1.23  0.097
H: -2.93 1.11 0.08  0.095
H: -1.13 3.75 1.34  0.078
H: -0.62 1.82 3.06  0.102
H: -1.69 0.68 2.31  0.080
H: 0.78 0.40 0.84  0.071
H: 1.27 0.77 2.46  0.117
H: 0.08 -1.11 3.38  0.127
H: 1.14 -1.66 2.11  0.130
H: -1.91 -1.26 1.85  0.093
H: -1.06 -2.74 2.09  0.118
H: 0.12 -3.47 -1.08  0.105
H: -0.56 2.94 -1.39  0.103
H: -0.33 1.26 -1.04  0.100
H: 1.26 3.24 1.57  0.091
H: 3.65 3.67 1.70  0.117
H: 6.08 2.43 -0.54  0.085
H: 5.78 4.14 -0.90  0.088
H: 5.80 3.54 0.78  0.076
H: 4.11 2.43 -2.38  0.123
H: 1.68 2.00 -2.50  0.123
C: 2.13 -7.31 -1.85  -0.270
S: 1.70 -6.77 -0.19  0.776
O: 2.43 -7.65 0.75  -0.539
C: 0.00 -7.34 -0.24  -0.272
H: 3.18 -7.09 -2.02  0.051
H: 1.96 -8.38 -1.94  0.061
H: 1.52 -6.77 -2.58  0.051
H: -0.03 -8.41 -0.44  0.061
H: -0.55 -6.79 -1.02  0.049
H: -0.45 -7.14 0.73  0.050

Results
Total charge: +1
HOMO: -0.3929 Ha
Frontier orbital gap: 8.28 eV

---

[3]
Molecular formula: C19H33AsINO2PdSi3
Method: DFT, the ωB97M-V functional and the def2-TZVPD basis

Each line ends with the Löwdin charge.
CARTESIAN COORDINATES (ANGSTROEM)
Pd: -1.19 0.77 0.63  0.470
O: -1.87 -0.77 4.27  0.169
C: -1.85 -0.49 3.11  -0.537
O: -1.08 0.49 2.62  -0.183
C: -2.65 -1.24 2.07  -0.177
C: -3.48 -2.31 2.44  0.048
C: -4.17 -2.96 1.46  0.060
C: -4.05 -2.55 0.11  -0.127
C: -4.77 -3.17 -0.94  0.010
C: -4.63 -2.73 -2.23  -0.029
C: -3.77 -1.65 -2.52  -0.032
C: -3.06 -1.03 -1.53  -0.061
C: -3.20 -1.47 -0.19  -0.213
N: -2.51 -0.85 0.81  0.004
H: -3.54 -2.57 3.48  0.140
H: -4.83 -3.79 1.70  0.141
H: -5.43 -4.00 -0.71  0.133
H: -5.18 -3.21 -3.03  0.124
H: -3.67 -1.32 -3.54  0.122
H: -2.38 -0.21 -1.76  0.058
I: -3.07 2.45 -0.03  0.714
C: 0.81 -0.82 -3.03  -0.200
Si: 1.44 0.83 -2.46  0.323
C: 0.38 2.25 -3.01  -0.210
C: 3.24 1.09 -2.76  -0.187
As: 1.12 0.78 -0.06  0.898
Si: 1.61 2.93 1.13  0.381
C: 3.20 3.35 0.29  -0.201
C: 0.21 4.08 0.74  -0.233
C: 1.71 2.51 2.92  -0.188
Si: 1.95 -1.30 0.99  0.369
C: 3.57 -1.49 0.11  -0.204
C: 2.09 -1.02 2.80  -0.186
C: 0.69 -2.58 0.53  -0.190
H: 0.65 -0.81 -4.11  0.054
H: -0.14 -1.09 -2.55  0.009
H: 1.53 -1.61 -2.82  0.038
H: 0.34 2.27 -4.10  0.054
H: 0.77 3.20 -2.68  0.035
H: -0.65 2.15 -2.65  0.006
H: 3.41 1.06 -3.84  0.059
H: 3.85 0.30 -2.31  0.029
H: 3.60 2.05 -2.39  0.028
H: 3.03 3.71 -0.73  0.036
H: 3.89 2.51 0.26  0.037
H: 3.68 4.16 0.85  0.060
H: -0.06 4.06 -0.32  0.013
H: 0.49 5.11 0.99  0.058
H: -0.66 3.83 1.35  -0.003
H: 2.64 1.98 3.17  0.041
H: 0.86 1.91 3.25  0.021
H: 1.70 3.44 3.49  0.061
H: 4.18 -0.59 0.15  0.037
H: 3.43 -1.77 -0.94  0.031
H: 4.14 -2.29 0.59  0.058
H: 2.95 -0.41 3.07  0.042
H: 2.21 -2.00 3.28  0.061
H: 1.19 -0.56 3.22  0.020
H: 0.47 -2.59 -0.54  0.027
H: -0.23 -2.44 1.09  0.018
H: 1.09 -3.57 0.80  0.059

Results
2S+1: 5
Total charge: +2
HOMO (alpha / beta): -0.5447 / -0.5442 Ha
Relative energy (zero: lowest compared OMol25 entry of this formula, charge and spin): 0.00 kJ/mol
Frontier orbital gap (alpha / beta): 8.55 / 4.64 eV

---

[4]
Molecular formula: C19H33Cl2IrN2O3S
Method: DFT, the ωB97M-V functional and the def2-TZVPD basis

Each line ends with the Löwdin charge.
CARTESIAN COORDINATES (ANGSTROEM)
O: -1.93 3.89 1.26  -0.077
C: -2.34 4.88 0.67  -0.293
C: -3.78 5.24 0.49  -0.207
C: -4.78 4.43 1.06  0.018
H: -4.49 3.56 1.65  0.130
C: -6.13 4.73 0.86  -0.017
H: -6.90 4.10 1.30  0.123
C: -6.49 5.86 0.11  -0.118
H: -7.54 6.09 -0.05  0.090
C: -5.50 6.68 -0.45  -0.046
H: -5.78 7.56 -1.03  0.115
C: -4.15 6.38 -0.25  -0.006
H: -3.37 7.01 -0.67  0.124
H: -1.63 5.62 0.22  0.107
C: -0.76 0.03 -2.85  -0.179
C: 0.25 -0.80 -2.15  -0.406
H: -0.76 -0.20 -3.92  0.052
H: -0.53 1.10 -2.71  0.055
H: -1.75 -0.16 -2.43  0.018
C: 1.22 -1.52 -2.74  -0.229
C: 1.38 -1.72 -4.21  -0.118
H: 1.98 -2.00 -2.12  0.074
H: 0.64 -1.20 -4.82  0.057
H: 1.34 -2.78 -4.48  0.064
H: 2.37 -1.37 -4.53  0.067
Ir: 0.00 -0.77 -0.10  0.682
Cl: -2.16 -1.42 -0.15  -0.087
Cl: -0.55 1.39 0.14  0.016
C: 0.16 -3.72 -0.70  -0.265
O: 0.77 -2.78 -0.09  -0.240
N: 0.70 -4.93 -0.82  -0.176
C: 1.91 -5.34 -0.13  -0.021
C: 0.09 -5.93 -1.69  -0.040
H: -0.82 -3.56 -1.19  0.108
H: 2.32 -4.53 0.47  0.085
H: 2.64 -5.68 -0.87  0.094
H: 1.68 -6.20 0.52  0.095
H: -0.79 -5.49 -2.17  0.095
H: -0.21 -6.80 -1.10  0.093
H: 0.81 -6.24 -2.45  0.094
H: 5.56 -0.30 0.75  0.093
H: 5.01 1.45 2.48  0.092
C: 4.83 0.17 0.08  -0.021
C: 4.28 1.87 1.78  -0.038
N: 3.81 0.83 0.88  -0.175
H: 4.40 -0.58 -0.58  0.091
C: 2.51 0.54 0.80  -0.330
O: 2.09 -0.41 0.07  -0.234
H: 3.44 2.29 2.32  0.097
H: 1.84 1.16 1.41  0.073
H: 5.36 0.93 -0.50  0.095
H: 4.78 2.66 1.20  0.094
C: -0.47 -0.93 4.11  -0.371
S: 0.40 -0.84 2.54  0.728
C: 1.58 -2.18 2.83  -0.370
H: -1.20 -0.11 4.13  0.046
H: 0.26 -0.78 4.92  0.042
H: -0.96 -1.90 4.22  0.044
H: 2.05 -1.99 3.79  0.037
H: 0.99 -3.12 2.83  0.046
H: 2.35 -2.19 2.05  0.028

Results
2S+1: 5
HOMO (alpha / beta): -0.1648 / -0.2460 Ha
Frontier orbital gap (alpha / beta): 4.93 / 3.05 eV

---

[5]
Molecular formula: C19H33Cl2LaN2O4S
Method: DFT, the ωB97M-V functional and the def2-TZVPD basis

Each line ends with the Löwdin charge.
CARTESIAN COORDINATES (ANGSTROEM)
O: 0.20 0.07 -2.11  -0.329
C: -0.75 0.30 -2.86  -0.600
C: -0.46 1.62 -3.59  -0.176
C: 0.39 2.55 -3.05  -0.073
H: 0.89 2.33 -2.10  0.029
C: 0.62 3.76 -3.70  -0.084
H: 1.29 4.49 -3.26  0.096
C: 0.00 4.02 -4.92  -0.114
H: 0.18 4.97 -5.43  0.093
C: -0.85 3.07 -5.47  -0.100
H: -1.34 3.26 -6.43  0.094
C: -1.09 1.87 -4.81  -0.038
H: -1.76 1.12 -5.24  0.116
H: -0.75 -0.50 -3.62  0.133
C: -2.58 -1.15 -1.92  -0.140
C: -2.13 0.21 -2.26  -0.298
H: -3.67 -1.23 -1.82  0.081
H: -2.15 -1.47 -0.92  0.013
H: -2.20 -1.82 -2.63  0.058
C: -2.86 1.47 -1.95  -0.162
C: -4.16 1.49 -1.23  -0.252
H: -2.38 2.34 -2.22  0.071
H: -4.90 1.97 -1.86  0.063
H: -4.06 2.10 -0.31  0.046
H: -4.52 0.52 -0.93  0.034
La: 0.05 0.00 0.21  1.364
Cl: 0.64 2.37 0.43  -0.054
Cl: -2.44 0.50 0.29  0.231
H: 4.63 1.36 -2.77  0.093
H: 4.96 1.69 -0.09  0.098
C: 3.58 1.36 -2.47  -0.022
C: 3.88 1.55 -0.02  -0.056
N: 3.43 0.77 -1.15  -0.165
H: 2.99 0.80 -3.20  0.102
C: 2.76 -0.36 -1.03  -0.277
O: 2.15 -0.67 0.05  -0.259
H: 3.61 1.04 0.91  0.092
H: 2.80 -1.06 -1.83  0.136
H: 3.22 2.40 -2.44  0.097
H: 3.38 2.53 -0.05  0.061
H: -0.59 -5.35 0.61  0.104
H: 1.30 -5.75 -1.32  0.100
C: -1.04 -4.77 -0.20  0.011
C: 0.77 -4.97 -1.88  -0.016
N: 0.01 -4.11 -0.99  -0.155
H: -1.70 -4.01 0.21  0.095
C: 0.21 -2.88 -0.98  -0.250
O: -0.44 -2.18 -0.08  -0.298
H: 1.51 -4.34 -2.42  0.099
H: 0.87 -2.40 -1.70  0.138
H: -1.62 -5.44 -0.84  0.101
H: 0.11 -5.45 -2.62  0.100
C: -0.38 -1.50 4.41  -0.226
S: -1.22 -0.38 3.24  0.869
C: -1.16 1.13 4.27  -0.203
O: -0.02 -0.08 2.40  -0.807
H: -0.98 -1.62 5.27  0.033
H: 0.59 -1.03 4.65  0.071
H: -0.20 -2.44 3.89  0.054
H: -0.10 1.31 4.51  0.077
H: -1.53 1.96 3.67  0.063
H: -1.74 0.98 5.14  0.035

Results
HOMO: -0.2167 Ha
Relative energy (zero: lowest compared OMol25 entry of this formula, charge and spin): 222.01 kJ/mol
Frontier orbital gap: 5.88 eV

---

[6]
Molecular formula: C19H33IN2O5S2
Method: DFT, the ωB97M-V functional and the def2-TZVPD basis

Each line ends with the Löwdin charge.
CARTESIAN COORDINATES (ANGSTROEM)
C: 4.48 -0.48 -6.51  0.015
C: 3.70 -0.18 -7.54  -0.169
C: 3.33 1.27 -7.83  -0.165
C: 2.27 1.76 -6.88  -0.200
C: 2.45 2.70 -5.91  -0.527
S: 4.01 3.52 -5.73  0.828
C: 1.38 3.07 -5.02  -0.037
C: 0.15 2.50 -5.08  -0.177
C: -0.94 2.86 -4.11  -0.158
C: -0.87 1.96 -2.89  -0.820
O: -0.41 0.88 -2.87  0.049
I: -1.71 2.82 -1.10  0.869
C: -0.09 1.52 -6.09  -0.317
N: -1.21 0.86 -6.31  -0.209
S: -0.92 -0.13 -7.55  1.031
N: 0.61 0.24 -7.86  -0.214
C: 0.97 1.17 -6.98  -0.300
H: 4.95 -1.45 -6.38  0.054
H: 4.69 0.27 -5.76  0.057
H: 3.26 -0.94 -8.16  0.094
H: 2.90 1.31 -8.83  0.116
H: 4.22 1.88 -7.77  0.077
H: 4.02 3.54 -4.39  -0.121
H: 1.55 3.82 -4.26  0.118
H: -1.92 2.72 -4.58  0.127
H: -0.81 3.89 -3.79  0.099
C: 0.73 0.14 2.27  -0.079
C: -0.59 0.45 2.95  -0.313
O: -1.10 1.73 2.56  -0.115
H: 1.46 0.91 2.51  0.063
H: 1.11 -0.82 2.60  0.067
H: 0.61 0.13 1.19  0.073
H: -0.47 0.48 4.04  0.109
H: -1.33 -0.33 2.72  0.100
H: -1.23 1.71 1.61  -0.019
C: 2.19 3.79 4.74  -0.090
C: 0.82 4.09 5.33  -0.329
O: -0.15 4.35 4.33  -0.082
H: 2.52 4.63 4.13  0.075
H: 2.93 3.61 5.52  0.072
H: 2.14 2.91 4.10  0.058
H: 0.86 4.98 5.96  0.108
H: 0.49 3.25 5.96  0.106
H: -0.21 3.57 3.77  0.049
C: -1.02 -3.39 6.21  -0.087
C: -1.62 -2.60 5.07  -0.312
O: -0.68 -2.39 4.01  -0.092
H: -0.14 -2.87 6.61  0.074
H: -1.74 -3.52 7.02  0.074
H: -0.69 -4.37 5.87  0.073
H: -1.93 -1.61 5.40  0.112
H: -2.50 -3.11 4.67  0.087
H: -0.41 -3.26 3.69  0.087
C: -5.07 -6.66 3.89  -0.092
C: -4.20 -5.50 4.33  -0.331
O: -3.04 -5.35 3.52  -0.093
H: -4.50 -7.59 3.91  0.076
H: -5.94 -6.77 4.54  0.075
H: -5.42 -6.52 2.87  0.073
H: -3.84 -5.65 5.35  0.111
H: -4.78 -4.57 4.32  0.109
H: -3.33 -5.20 2.61  0.084

Results
HOMO: -0.3215 Ha
Frontier orbital gap: 7.95 eV

---

[7]
Molecular formula: C19H34BeCl2FN3O11S
Method: DFT, the ωB97M-V functional and the def2-TZVPD basis

Each line ends with the Löwdin charge.
CARTESIAN COORDINATES (ANGSTROEM)
C: 2.94 0.40 0.65  -0.269
O: 2.08 1.53 0.37  -0.289
C: 0.76 1.05 0.16  -0.225
C: -0.24 2.19 -0.15  -0.142
C: -0.83 2.91 1.08  -0.249
C: -1.90 2.04 1.85  -0.100
C: -2.92 1.57 0.83  -0.056
C: -3.04 0.31 0.44  0.004
C: -2.18 -0.84 0.97  -0.617
O: -1.09 -1.21 0.40  -0.134
O: -2.55 -1.34 2.00  0.123
C: -4.12 0.17 -0.64  -0.355
O: -4.49 -0.81 -1.20  0.179
O: -4.58 1.47 -0.89  0.142
C: -3.96 2.34 -0.01  -0.363
O: -4.16 3.51 0.09  0.136
H: 3.90 0.42 0.03  -0.098
H: 3.21 0.34 1.73  0.113
H: 2.42 -0.53 0.41  0.007
H: 0.80 0.38 -0.76  0.040
H: 0.45 0.45 1.04  0.129
H: 0.33 2.95 -0.73  0.114
H: -1.00 1.78 -0.85  0.107
H: -1.32 3.91 0.76  -0.055
H: -0.03 3.17 1.79  0.111
H: -1.40 1.19 2.34  0.124
H: -2.33 2.68 2.64  0.111
Be: -0.42 -1.20 -1.59  0.768
Cl: 4.24 -1.22 -0.78  -0.131
C: 1.27 -9.47 -1.36  -0.079
C: 1.14 -8.54 -2.56  -0.199
N: 0.76 -7.19 -2.16  -0.027
C: 1.49 -6.04 -2.36  0.013
C: 0.74 -5.01 -1.89  -0.020
N: -0.43 -5.55 -1.41  -0.098
C: -0.39 -6.87 -1.59  -0.004
C: -1.54 -4.82 -0.81  0.022
H: 0.33 -9.53 -0.80  0.064
H: 1.53 -10.47 -1.69  0.080
H: 2.05 -9.12 -0.67  0.070
H: 0.35 -8.91 -3.28  0.032
H: 2.08 -8.50 -3.10  0.122
H: 2.46 -6.10 -2.82  0.137
H: 0.90 -3.95 -1.84  0.092
H: -1.17 -7.57 -1.31  0.177
H: -1.68 -5.17 0.21  0.109
H: -2.44 -5.01 -1.39  0.108
H: -1.33 -3.76 -0.81  0.048
F: -0.41 -9.00 -4.58  -0.679
N: 3.70 2.14 -1.90  0.315
H: 3.16 2.78 -2.48  0.151
H: 3.87 1.27 -2.41  0.119
H: 4.59 2.57 -1.64  0.154
H: 3.16 1.92 -1.04  0.074
Cl: -2.22 5.32 1.63  0.045
C: 3.97 6.77 1.00  -0.160
C: 4.00 6.13 2.37  -0.157
O: 2.83 5.30 2.42  -0.168
S: 2.52 4.73 0.95  0.631
O: 3.07 3.42 0.84  -0.226
O: 1.18 5.03 0.62  -0.205
O: 3.48 5.74 0.12  -0.197
H: 3.27 7.60 0.97  0.138
H: 4.95 7.11 0.68  0.137
H: 3.98 6.86 3.17  0.141
H: 4.88 5.48 2.49  0.135
C: -6.53 5.48 2.86  -0.159
O: -6.49 4.06 2.96  -0.131
H: -7.03 5.88 3.73  0.075
H: -5.51 5.88 2.82  0.066
H: -7.08 5.78 1.96  0.076
H: -6.04 3.73 2.17  0.052

Results
HOMO: -0.2691 Ha
Frontier orbital gap: 1.78 eV